(1)
ORCA calculation (ωB97M-V/def2-TZVPD) on a molecular structure, C38H38N4O4PS4W.

As for the molar mass: 957.8 u. As for the total charge: +1. For the LUMO energy (spin up / spin down), the calculation gives -2.77 / -2.76 eV. The HOMO-LUMO gap (spin up / spin down) is 6.8 / 6.8 eV. The value obtained for the maximum force is 1.445 eV/Å. For the HOMO energy (spin up / spin down), the calculation gives -0.3501 / -0.3498 Ha.

Positions of all 90 atoms, in Å:
C (-2.15016, -1.30657, 3.14314)
C (-1.55856, 2.50498, -2.01459)
C (4.69997, -1.89749, 1.88673)
N (-1.85868, 0.12305, -2.00578)
C (1.70518, -3.53607, -2.30759)
S (-3.94541, 1.28460, 0.73475)
C (-0.37867, -3.36009, -1.12661)
H (0.75632, 3.56963, -0.21451)
P (1.44492, -1.36789, -0.54848)
O (-1.66434, 3.06769, -5.20636)
H (-4.24442, 2.24821, 2.91655)
C (-1.10320, 2.61903, 3.62685)
C (3.28624, 1.80044, 2.08453)
C (-3.07219, 3.67046, 1.77432)
H (1.84057, 0.27647, 2.31645)
S (-3.09447, -1.79657, 0.48968)
C (-0.02179, -5.17581, -2.65514)
C (3.91380, -1.47690, 0.82221)
H (-3.09066, -0.82108, 3.39261)
H (4.01174, -1.54941, -2.05351)
C (-1.70875, 1.75390, -5.35699)
H (2.92841, 4.60591, 0.22244)
H (-1.81089, -1.82470, 4.04247)
C (4.02747, 0.16855, -3.30905)
H (-3.21956, 4.48103, 2.48932)
W (-0.74350, 0.84457, 0.49167)
C (4.89002, 3.61923, 1.74569)
N (0.16297, -0.66274, 0.14192)
H (-4.69313, 0.01229, 2.62836)
H (-1.91659, -1.11903, -5.00289)
H (2.69359, -3.17044, -2.54601)
C (-4.95670, 0.03470, 1.57123)
H (0.98904, -2.93866, 1.72904)
H (2.39196, -3.68109, 3.60765)
N (5.91792, 4.09626, 1.93814)
C (-4.18526, 2.64737, 1.90325)
C (1.24891, -4.68653, -2.93031)
H (-0.02270, 2.68374, 3.76729)
C (2.68268, 3.65589, 0.67864)
H (-3.08649, 4.12213, 0.77961)
H (5.73534, -1.58841, 1.93871)
O (-1.29827, 2.37859, -0.74726)
C (-1.61033, 1.22647, 3.94131)
H (4.77508, -3.01669, 3.71129)
C (-1.77085, 1.22328, -2.73884)
H (1.88772, -5.20036, -3.63570)
H (-5.24092, -2.10053, 1.55276)
N (-1.92188, -0.87699, -2.88516)
H (-1.01950, -2.83339, -0.43562)
C (4.15825, -2.69264, 2.88381)
H (-2.69176, 1.18227, 3.82625)
C (-1.79090, 0.92192, -4.12088)
C (2.58003, -1.85847, 0.75754)
H (1.63400, 2.56574, -3.43129)
H (4.97636, -0.09598, -3.75582)
H (-5.13194, 3.15097, 1.70071)
C (2.25528, -0.31385, -1.75530)
H (-5.30789, -1.35588, -0.03196)
H (3.81326, 1.96450, -4.45686)
C (3.37198, 1.32825, -3.70171)
C (1.09583, 1.82782, 0.99979)
H (-1.42120, -2.81247, 1.77209)
C (2.03419, -2.65223, 1.76741)
C (-4.78322, -1.33457, 0.92450)
H (4.00078, 1.30360, 2.72853)
C (1.60338, 0.84637, -2.15982)
C (3.47552, -0.65549, -2.34340)
O (-1.62415, 3.57898, -2.58484)
C (2.81978, -3.06684, 2.82662)
H (-1.56418, 3.35287, 4.28876)
O (-1.66203, 1.22502, -6.43629)
H (-1.98182, -1.82610, -2.54769)
C (1.45634, 3.05943, 0.43718)
C (-1.87791, -0.45159, -4.15878)
H (-2.98870, -3.13373, 2.47435)
H (-1.36182, 0.94099, 4.96372)
C (-2.36564, -2.34180, 2.05236)
C (-0.83684, -4.51078, -1.75098)
C (0.88828, -2.86221, -1.40193)
H (-0.37367, -6.07330, -3.14581)
S (-0.88514, -0.01361, 2.81791)
C (2.04872, 1.22756, 1.84145)
H (-1.82834, -4.88286, -1.52604)
H (4.33771, -0.81015, 0.08500)
C (3.61224, 3.02409, 1.50159)
S (-1.36277, 3.09499, 1.90689)
H (0.65059, 1.08409, -1.71148)
H (-1.72234, 3.34805, -4.26285)
H (-6.00814, 0.31942, 1.50839)
C (2.15583, 1.66659, -3.12928)

(2)
ORCA calculation (ωB97M-V/def2-TZVPD) on a molecular structure, C38H38N4O4PS4W.

As for the molar mass: 957.8 u. As for the total charge: +1. For the LUMO energy (spin up / spin down), the calculation gives -3.04 / -3.07 eV. The HOMO-LUMO gap (spin up / spin down) is 6.8 / 6.7 eV. The value obtained for the maximum force is 0.661 eV/Å. For the HOMO energy (spin up / spin down), the calculation gives -0.3618 / -0.3603 Ha.

Positions of all 90 atoms, in Å:
H (-3.36486, -0.02012, -2.97048)
H (-2.94754, -1.79370, 3.63524)
C (-2.37341, -2.78561, 1.79701)
H (-0.23313, -3.77052, -3.73041)
O (5.89884, 1.13639, 1.96508)
H (5.08392, 1.62626, 1.68815)
H (3.95160, -1.43337, -2.23380)
C (5.64037, -0.08817, 2.39400)
C (-3.38871, 3.90500, -1.88049)
N (-0.65842, 0.66723, -0.48109)
H (-4.20550, -2.17032, -3.82413)
H (-0.12018, 0.82102, 6.29247)
C (-0.94242, -0.68293, 4.99764)
H (3.44970, 3.28590, -1.89447)
C (-3.30947, 0.64091, 2.08334)
H (-2.64388, -4.04628, -4.20951)
H (-4.21256, 1.25316, 2.10564)
O (6.49525, -0.84948, 2.75919)
C (-2.67784, -0.84330, -3.12520)
C (3.29358, 2.17481, -3.73015)
C (-3.40078, -0.30199, 0.89157)
H (-0.08746, 3.55292, 3.58490)
N (2.47252, -1.83379, 2.67764)
H (-3.39492, -3.13333, 1.63993)
C (3.50287, -4.05091, -2.59153)
H (4.39445, -2.62330, 3.13380)
C (-1.31730, -0.68275, -2.85951)
H (-2.41296, 1.69730, 4.34032)
H (-0.58869, 3.14236, 5.21572)
H (-3.22330, 3.59816, -5.24961)
C (1.22148, -1.37241, -0.16869)
S (-2.02799, -1.46474, 0.61711)
C (-3.02785, 3.39546, -4.20533)
C (-2.51463, 2.88753, -1.51924)
H (1.41103, -4.67418, -1.06810)
H (-3.86030, 4.50706, -1.11497)
H (4.25612, 2.50060, -4.10188)
C (-0.91991, -2.95220, -3.55764)
C (-0.52677, 2.76167, 4.19525)
S (0.69614, 1.43988, 4.11746)
S (-0.57790, -1.55640, 3.44729)
H (0.61538, -1.63666, -2.85752)
C (3.09848, -1.80241, -1.67874)
H (2.86563, 0.97762, -5.45883)
H (-4.32655, 4.94894, -3.49870)
H (-2.12779, -3.33384, 3.86520)
H (-3.25709, 0.09172, 3.02226)
C (0.17186, 0.27685, 5.39285)
W (0.06913, 0.00095, 1.06912)
C (-1.90369, 2.12123, -2.50377)
C (-2.27326, -3.10540, -3.82417)
P (-0.73551, 0.82592, -2.07552)
N (4.08742, -4.78025, -3.25963)
H (-2.53552, 3.32102, 3.68047)
H (-1.70941, -3.59606, 1.49315)
O (1.46266, 1.55675, 1.12696)
C (0.93230, -2.74027, -0.24945)
C (2.51477, 1.31649, -4.49331)
O (3.57136, 2.28440, 1.25740)
H (0.08559, -3.14930, 0.29290)
C (4.21032, -0.52523, 2.40127)
S (-1.87226, 1.75162, 2.00194)
C (2.34552, -0.94533, -0.89320)
H (-1.89221, -0.16575, 4.86985)
H (1.27749, 2.51922, -1.03557)
C (1.28555, 0.88377, -4.01680)
C (3.01716, 0.12517, 2.06030)
C (-1.92299, 2.41883, 3.68883)
H (2.64796, 0.09475, -0.86061)
C (-2.15517, 2.38208, -3.85118)
C (1.67261, -3.62459, -1.02111)
C (-3.64715, 4.15495, -3.21870)
C (0.84345, 1.31226, -2.76823)
H (-2.29068, 2.70227, -0.47739)
H (0.68540, 0.21060, -4.61510)
H (-1.66846, 1.79611, -4.62258)
C (2.75421, -3.15142, -1.75570)
C (-2.14910, -2.42975, 3.25643)
H (1.85203, -2.60395, 2.86903)
C (-3.15209, -2.05278, -3.60733)
H (-3.44714, 0.26869, -0.03722)
H (-1.07093, -1.43842, 5.77448)
C (2.84278, 2.62003, -2.49323)
H (-4.31765, -0.89054, 0.95739)
C (3.80796, -1.78835, 2.78934)
C (-0.43995, -1.74679, -3.07057)
C (2.70715, 1.44199, 1.44529)
C (1.61551, 2.19620, -2.01271)
N (1.97117, -0.67313, 2.23874)
H (1.07456, -0.28402, 5.64119)

(3)
ORCA calculation (ωB97M-V/def2-TZVPD) on a molecular structure, C38H39BeNO2P2SiTe.

As for the molar mass: 768.4 u. As for the total charge: -2. For the LUMO energy, the calculation gives 4.16 eV. The HOMO-LUMO gap is 5.0 eV. The value obtained for the maximum force is 1.019 eV/Å. For the HOMO energy, the calculation gives -0.0302 Ha.

Positions of all 85 atoms, in Å:
C (-0.75384, -3.12307, -1.28078)
H (1.16693, 2.92814, -3.20030)
H (-1.75695, -3.29387, 1.92953)
H (0.19069, -3.72703, 2.86496)
C (-1.71136, -5.28112, -0.80607)
H (-2.42745, -5.53542, 1.20288)
C (5.28083, 1.10579, 4.79733)
H (-2.65885, 5.60483, -1.57953)
H (-1.37631, 1.36984, -3.77020)
H (3.96018, 0.12335, -4.83124)
C (1.06888, 0.95382, -2.36194)
H (3.83093, 4.46850, 0.27550)
H (-1.46605, 1.62395, 4.55242)
H (-2.00420, -6.27367, -1.13033)
C (-2.82412, 4.40040, -3.34880)
H (-5.85521, -0.21878, -5.66052)
C (-1.10112, -4.40077, -1.69107)
C (-2.89230, -0.92180, 2.04113)
H (-1.21258, 3.97938, -0.39802)
H (5.52349, -1.73669, 3.21606)
C (-2.45516, 3.21014, -3.96559)
H (-3.30809, -1.62806, 1.33540)
C (1.56932, 1.92412, -3.23432)
C (2.26173, 2.99300, -0.00268)
C (-4.92489, -0.44775, -5.14519)
H (-0.31509, -2.42539, -1.98068)
C (-3.19928, 0.48765, 3.97270)
H (5.98766, 1.25137, 3.97716)
C (-0.97325, -2.68947, 0.02821)
O (1.70514, 3.77841, -0.76253)
H (-2.80466, 2.97953, -4.96535)
H (-0.03665, 0.70364, 2.78676)
H (4.82842, 2.07582, 5.01605)
Be (1.61384, 1.37616, 0.48612)
C (-1.88088, 0.91204, 3.84681)
H (1.28184, -1.07478, -1.71186)
C (-4.77653, -0.10256, -3.81151)
H (-0.36800, -2.32952, 3.81323)
C (0.43561, -2.67717, 3.12383)
C (3.08821, 0.39096, 2.82913)
H (3.29202, -0.62415, 6.64819)
N (-3.98470, -1.04769, -5.87603)
O (0.61811, -1.85721, 2.04016)
C (-2.59312, -1.01195, -3.91059)
H (2.00144, -1.06251, 5.50805)
C (-3.58216, -0.39110, -3.15262)
H (4.35209, 2.75404, 0.46600)
H (1.36165, -2.71951, 3.73154)
C (-1.07860, 0.41562, 2.82909)
C (2.76341, -0.31591, 5.74061)
C (-1.57208, -0.49466, 1.89153)
C (4.81475, -1.79278, 4.04508)
C (-2.37985, 4.67628, -2.06433)
H (-4.72015, -0.78910, 3.15632)
C (3.55388, 3.47850, 0.65052)
H (-5.58621, 0.40618, -3.29904)
H (3.11935, -1.60373, -3.25822)
H (-2.06614, -1.79504, -5.83174)
H (-0.90998, -4.70377, -2.71519)
H (-1.63270, -1.21983, -3.45433)
C (2.59031, 1.62644, -4.12265)
C (-1.65272, 2.30250, -3.29388)
Te (-3.26297, 0.09715, -1.10918)
C (-1.21233, 2.56418, -1.99793)
C (-1.20624, -0.13794, -0.93203)
P (-0.22647, 1.33581, -1.07968)
C (2.68495, -0.61059, -3.26643)
H (3.42649, 3.49659, 1.73611)
C (-2.83920, -1.31222, -5.23926)
H (-3.82746, 0.87081, 4.76965)
C (-1.94769, -4.86597, 0.49642)
C (3.15478, 0.35404, -4.14270)
C (-1.57113, -3.59308, 0.90849)
H (2.95357, 2.39469, -4.79651)
H (4.08386, -2.56545, 3.80134)
H (-3.45616, 5.11021, -3.87084)
C (2.45738, 0.71324, 1.83495)
H (5.35767, -2.09332, 4.94666)
Si (3.96120, -0.14390, 4.30806)
C (1.64645, -0.31389, -2.38752)
H (2.25234, 0.62822, 5.94047)
P (-0.41401, -1.01037, 0.54068)
C (-1.57380, 3.76308, -1.39548)
C (-3.69641, -0.43992, 3.07002)
H (5.83570, 0.77409, 5.67954)

(4)
ORCA calculation (ωB97M-V/def2-TZVPD) on a molecular structure, C38H39Br69O3.

As for the molar mass: 6057.1 u. For the LUMO energy, the calculation gives -1.24 eV. The HOMO-LUMO gap is 8.0 eV. The value obtained for the maximum force is 4.828 eV/Å. For the HOMO energy, the calculation gives -0.3385 Ha.

Positions of all 149 atoms, in Å:
Br (-5.44865, -8.58556, -8.82817)
C (-1.13774, 1.69394, 1.11402)
C (5.71592, -0.62084, 5.38652)
C (-4.72240, 5.33802, 8.07121)
Br (-3.97815, -2.59756, -5.58458)
Br (-1.00916, -0.98484, -11.45561)
Br (-2.51102, 7.90695, 5.79491)
Br (-5.46526, 7.12594, 8.06103)
Br (-8.35547, 9.08610, -2.06946)
Br (-5.36889, -4.85834, 0.40404)
H (-5.94430, -1.96002, 0.36034)
H (1.23618, 0.97126, -7.38756)
Br (1.64043, 0.09849, 0.46956)
H (-5.61605, -5.47745, -1.98524)
Br (3.46750, 2.73033, -1.97901)
C (4.34960, -5.88283, -3.51020)
Br (-0.68288, -6.14104, -6.49271)
H (-7.84871, -0.34822, 0.09940)
Br (2.81013, 6.86795, 8.11116)
H (-9.69901, 6.07351, -0.86580)
Br (3.83732, -1.79358, 1.83644)
H (-5.54925, -11.00212, -8.27862)
Br (-5.82982, -2.13481, -8.15897)
C (-7.19631, -0.27248, 1.02122)
C (-0.24741, 4.48418, 1.17461)
Br (-9.49982, 5.73892, 1.58312)
Br (-1.70246, -3.68586, -9.88021)
H (-6.94703, 9.71502, -4.01072)
Br (4.09856, 4.59967, -4.50736)
H (-5.10846, -0.30133, 0.12678)
C (-5.09959, -1.15167, 2.20071)
H (6.07763, -9.15077, 2.66901)
Br (3.72362, 2.71851, 14.29332)
Br (-3.24358, 5.17829, 9.30591)
Br (-2.32138, 2.31584, -1.96457)
Br (5.05101, 1.14726, 5.80039)
H (2.62296, 4.66566, 13.22252)
Br (4.96593, -11.28986, 2.08981)
Br (-7.47521, 7.37170, -4.62638)
C (-2.89142, 0.56520, 3.34059)
H (4.78399, 9.98495, 4.94667)
C (4.78615, 3.82769, -2.87290)
H (-1.53764, -5.11046, 2.10564)
H (-3.29956, -2.33356, 2.82815)
H (-1.21372, 4.57662, 3.27476)
Br (0.75891, -4.65704, 2.93461)
Br (6.20841, -5.34246, -3.54955)
H (7.82846, -0.38790, -5.25781)
Br (-0.82539, -1.07443, -8.25736)
H (0.40113, -2.38099, -9.96955)
H (5.01685, 4.65216, -2.20663)
Br (7.85765, -10.16667, 1.27653)
C (-1.90021, 2.49430, -3.84377)
C (1.65200, 5.63813, 9.05492)
H (-5.35856, 1.77224, 0.73285)
C (0.02967, -7.04009, -8.05085)
H (-6.73292, 3.01057, 0.84595)
Br (-6.50570, -0.64185, -5.40738)
Br (12.23729, -3.83599, 2.41972)
Br (7.15772, 9.26986, 4.95136)
Br (-1.37485, -7.75962, -9.16781)
C (2.02958, 1.60909, -7.76451)
C (-0.63804, -2.07482, -9.90213)
Br (-1.37760, -2.69084, 1.54974)
C (-0.96403, 3.95225, 2.34078)
Br (5.24262, -8.56755, 0.41000)
O (-7.13498, 1.06274, 1.51824)
Br (5.05127, 9.46207, 7.35680)
C (5.29382, 9.17513, 5.45770)
Br (1.22844, -5.89976, -9.05155)
C (-1.16143, 7.87227, 4.41197)
H (-3.38477, -1.93772, 1.06161)
C (13.40277, -5.13204, 1.58496)
Br (3.16181, -4.41190, -3.91428)
H (-2.38052, 1.66722, -4.35681)
Br (0.97944, 6.40169, 10.70002)
H (-5.30724, -0.22107, 2.78734)
C (0.04599, 3.63486, 0.00546)
Br (1.30365, 3.39995, -7.89541)
Br (15.03022, -4.31735, 0.92949)
H (4.85976, -1.22361, 5.10104)
Br (-7.38373, 5.19739, -0.75668)
C (-5.06538, -4.67877, -1.49949)
Br (0.00748, 2.33849, -4.17255)
Br (3.88700, -6.73696, -1.83827)
Br (-4.21481, -11.11033, -10.36585)
C (-2.11390, 1.89016, 3.49719)
H (12.87379, -5.52521, 0.72232)
Br (6.92218, -0.59756, 3.87451)
H (2.25609, 4.77947, 9.32785)
C (-1.64750, 0.23462, 1.14018)
C (2.34629, 3.61761, 13.27686)
Br (6.51636, -1.46791, 6.93018)
Br (-1.54209, 6.51418, 3.08001)
Br (-5.76525, -3.00880, -2.18054)
C (-0.40407, 2.25213, -0.04569)
C (-4.74498, -10.37944, -8.65558)
C (-1.38723, 2.53948, 2.29377)
Br (-4.23325, 4.75580, 6.29492)
H (-5.50274, 4.67183, 8.42322)
C (-3.56971, -1.54707, 2.09479)
Br (2.54328, 0.90976, -9.49136)
H (-6.38824, -3.06349, -5.93005)
H (4.21837, -6.62214, -4.29325)
Br (0.61768, 7.67678, 5.14171)
H (-1.19429, 8.83377, 3.90978)
O (-2.07954, 2.40052, 4.59408)
H (0.61456, -7.88075, -7.69313)
Br (2.85011, -2.36833, -1.15919)
Br (3.48507, 1.50986, -6.49604)
Br (0.62774, 3.52983, 14.15827)
Br (0.22168, 4.98952, 7.92939)
C (2.36538, -1.68828, 0.58412)
Br (-10.18262, 3.64392, -0.74320)
Br (7.46520, -2.15424, -6.95970)
Br (10.26468, -4.69177, -0.95087)
Br (6.43579, 2.86249, -3.17231)
Br (8.91374, -2.29729, -4.10340)
C (-5.77946, -0.92950, 0.77219)
Br (9.01886, -7.00282, 0.88806)
Br (4.47315, 7.52687, 4.86615)
Br (7.47158, -4.21640, 0.54505)
C (-9.25479, 5.27628, -0.27844)
H (-3.62284, 0.23775, 4.12376)
H (1.57551, -2.32912, 0.96779)
C (7.54774, -1.43202, -5.16712)
Br (-3.30859, -10.46368, -7.36445)
C (-2.69098, -0.20256, 2.22932)
H (0.10139, 5.54588, 1.20629)
H (-0.21383, 1.61556, -0.92798)
H (-5.63085, -1.99160, 2.73101)
H (-6.70268, 1.68777, -0.46534)
C (-6.47229, 1.95085, 0.60775)
C (-0.72843, -4.51109, 1.70039)
H (8.11268, -5.91056, -1.14702)
Br (-5.25218, 8.53688, -2.63641)
H (0.62048, 4.04161, -0.86663)
C (-6.99955, 8.80663, -3.42010)
Br (-2.62465, 4.12322, -4.59393)
O (-1.19112, -0.52222, 0.32418)
Br (5.82515, -1.48292, -4.29359)
C (6.03829, -9.71768, 1.74458)
C (-5.76331, -2.22856, -6.22971)
Br (-0.30026, -5.23951, -0.04019)
H (-7.71005, -0.88097, 1.82190)
Br (13.76837, -6.62777, 2.75552)
Br (-3.20053, -4.91983, -1.94677)
C (8.64191, -5.51128, -0.28723)
Br (2.25295, 2.96253, 11.45983)